Record 1
# C24H36N2O4

C24H36N2O4 in the gas phase (ωB97M-V/def2-TZVPD, the Open Molecules 2025 dataset).

Last column: Mulliken charge in e.
Positions of all 66 atoms, in Å:
C  -5.339  2.714  -0.885  -1.686
H  -5.344  3.212  0.083  0.339
H  -6.356  2.684  -1.265  0.417
H  -4.733  3.297  -1.575  0.455
C  -4.776  1.304  -0.757  0.002
N  -3.366  1.383  -0.427  -0.143
C  -2.446  0.535  -0.947  0.353
O  -2.729  -0.320  -1.765  -0.686
C  -1.056  0.726  -0.444  0.343
C  -0.214  -0.379  -0.431  -1.088
C  1.093  -0.284  0.010  -0.133
C  1.592  0.943  0.438  0.804
C  0.753  2.061  0.406  -0.726
C  -0.550  1.955  -0.025  -0.516
H  -1.163  2.844  -0.063  0.433
H  1.159  3.008  0.726  0.433
O  2.846  1.175  0.903  -0.452
C  3.807  0.133  0.930  -0.012
C  4.399  -0.129  -0.460  -0.451
H  3.629  -0.480  -1.148  0.534
H  4.799  0.811  -0.847  0.213
C  5.520  -1.164  -0.349  -1.042
N  6.535  -0.703  0.566  0.108
C  7.820  -0.387  0.262  0.674
O  8.611  -0.049  1.122  -0.678
C  8.208  -0.503  -1.184  -0.286
C  8.864  -1.777  -1.646  -0.524
C  9.672  -0.528  -1.506  -0.670
H  10.348  -0.455  -0.668  0.240
H  10.008  -0.023  -2.398  0.250
H  8.630  -2.140  -2.636  0.276
H  9.006  -2.559  -0.916  0.246
H  7.549  0.007  -1.875  0.558
C  6.036  -0.472  1.905  -1.068
C  4.923  0.574  1.879  -0.600
H  4.519  0.719  2.881  0.413
H  5.320  1.529  1.531  0.270
H  6.874  -0.131  2.513  0.455
H  5.655  -1.415  2.316  0.369
H  5.954  -1.372  -1.325  0.531
H  5.106  -2.103  0.043  0.255
H  3.351  -0.789  1.322  0.244
H  1.705  -1.172  0.012  0.397
H  -0.603  -1.324  -0.777  0.430
H  -3.110  1.979  0.343  0.336
C  -5.512  0.460  0.294  -0.719
H  -4.966  -0.481  0.398  0.376
C  -6.960  0.159  -0.084  -0.371
H  -7.540  1.081  -0.075  0.263
H  -6.993  -0.254  -1.093  0.381
C  -7.589  -0.844  0.882  -1.295
H  -7.696  -0.395  1.870  0.392
H  -6.917  -1.703  0.981  0.414
C  -8.965  -1.364  0.417  1.704
C  -9.457  -2.429  1.407  -1.801
H  -10.393  -2.855  1.053  0.422
H  -9.620  -1.990  2.388  0.360
H  -8.727  -3.231  1.503  0.414
C  -9.991  -0.235  0.318  -1.793
H  -10.040  0.319  1.251  0.343
H  -9.724  0.437  -0.491  0.384
H  -10.970  -0.653  0.099  0.466
O  -8.868  -1.921  -0.884  -0.616
H  -8.228  -2.641  -0.863  0.397
H  -5.481  0.974  1.259  0.246
H  -4.827  0.788  -1.722  0.416

Energy relative to the best compared isomer or geometry (same formula, charge and spin), kcal per mole: 2.86
Kohn-Sham gap, eV: 9.3
Charge: 0
SMILES: C[C@H](CCCC(C)(C)O)NC(=O)c1ccc(OC2CCN(C(=O)C3CC3)CC2)cc1

=====

Record 2
# C5H37N2O14

14 unconnected molecules or ions with the total composition C5H37N2O14 at a distorted geometry (ωB97M-V/def2-TZVPD, the Open Molecules 2025 dataset).

Last column: Mulliken charge in e.
Positions of all 58 atoms, in Å:
O  -4.252  -0.235  1.588  -0.477
C  -3.971  -0.036  0.424  -0.132
C  -2.355  0.215  0.057  0.142
C  -1.536  -1.075  -0.195  -0.640
C  -1.869  -1.534  -1.640  0.384
C  -2.959  -2.246  -1.950  -1.327
N  -0.718  -1.403  -2.463  -0.112
N  -1.803  0.809  1.433  0.125
H  -4.453  -0.028  -0.480  0.527
H  -2.073  0.791  -0.726  0.257
H  -0.489  -0.978  -0.107  0.368
H  -1.863  -1.801  0.589  0.448
H  -3.705  -2.387  -1.181  0.269
H  -3.219  -2.851  -2.788  0.378
H  -0.924  -1.601  -3.411  0.231
H  0.187  -1.132  -2.195  0.078
H  -1.347  1.757  1.225  0.263
H  -1.171  0.209  2.047  -0.043
H  -2.440  0.714  2.149  0.440
H  -2.206  4.377  -1.479  0.295
H  -1.044  3.806  -2.611  0.415
O  -1.281  4.342  -1.677  -0.724
H  -0.009  -3.468  0.857  0.316
H  0.763  -3.760  2.182  0.255
O  0.282  -3.064  1.732  -0.604
H  -0.460  4.418  1.408  0.237
H  -0.673  3.805  -0.011  0.351
O  -0.430  3.588  0.948  -0.574
H  0.920  3.096  -0.575  0.254
H  1.546  2.219  0.469  0.435
O  1.657  2.677  -0.429  -0.718
H  0.330  -3.894  -1.606  0.242
H  1.430  -3.374  -0.902  0.341
O  0.475  -3.505  -0.787  -0.649
H  0.817  1.924  2.640  0.251
H  1.407  0.545  2.187  0.225
O  0.629  1.187  2.043  -0.427
H  1.645  1.054  -1.673  0.316
H  2.180  -0.239  -2.217  0.270
O  1.320  0.294  -2.106  -0.543
H  2.390  -0.907  3.194  0.375
H  1.731  -1.816  2.096  0.286
O  2.265  -0.950  2.119  -0.708
H  3.520  -0.620  0.552  0.283
H  4.283  -0.152  -0.776  0.299
O  3.936  -0.915  -0.263  -0.663
H  3.507  -2.780  -2.112  0.352
H  2.871  -2.070  -1.122  0.361
O  2.604  -2.306  -2.009  -0.674
H  2.918  3.228  2.009  0.309
H  3.719  2.129  1.907  0.286
O  2.965  2.334  2.394  -0.611
H  -1.009  2.217  -4.287  0.299
H  -1.004  1.354  -2.926  0.349
O  -1.188  2.222  -3.293  -0.690
H  -0.364  -1.276  4.599  0.321
H  -0.542  -1.705  3.281  0.224
O  -0.940  -1.204  3.870  -0.539

Energy relative to the best compared isomer or geometry (same formula, charge and spin), kcal per mole: 121.71
Kohn-Sham gap, eV: 8.1
Charge: +1

=====

Record 3
# H14O7

7 unconnected molecules or ions with the total composition H14O7 (ωB97M-V/def2-TZVPD, the Open Molecules 2025 dataset).

Last column: Mulliken charge in e.
Positions of all 21 atoms, in Å:
O  2.224  4.588  -0.897  -0.639
H  2.025  5.027  -1.725  0.321
H  3.177  4.500  -0.895  0.320
O  2.420  -4.904  2.826  -0.646
H  2.374  -4.003  2.505  0.327
H  1.827  -4.922  3.577  0.317
O  -2.464  -4.337  0.200  -0.627
H  -3.327  -4.531  0.567  0.317
H  -2.067  -5.195  0.052  0.317
O  -1.228  5.302  1.712  -0.641
H  -1.666  5.848  1.060  0.314
H  -0.425  5.011  1.281  0.323
O  0.757  0.800  -2.853  -0.627
H  1.160  1.603  -2.523  0.316
H  1.477  0.322  -3.264  0.319
O  1.085  -0.946  1.606  -0.635
H  0.412  -1.569  1.333  0.322
H  0.952  -0.185  1.040  0.312
O  -3.264  -0.665  -1.932  -0.648
H  -2.429  -0.244  -2.136  0.319
H  -3.021  -1.500  -1.534  0.317

Energy relative to the best compared isomer or geometry (same formula, charge and spin), kcal per mole: 48.94
Kohn-Sham gap, eV: 11.4
Charge: 0
SMILES: O.O.O.O.O.O.O

=====

Record 4
# C3H11NO3

4 unconnected molecules or ions with the total composition C3H11NO3 at a distorted geometry (ωB97M-V/def2-TZVPD, the Open Molecules 2025 dataset).

Last column: Mulliken charge in e.
Positions of all 18 atoms, in Å:
C  1.730  0.703  1.361  -0.025
C  2.834  1.358  1.668  -0.671
C  1.309  -1.449  2.033  -0.249
N  1.725  -0.710  1.100  -0.547
H  0.723  1.102  1.426  0.402
H  3.774  0.840  1.804  0.260
H  2.779  2.400  1.952  0.249
H  1.264  -2.528  1.906  0.265
H  1.003  -1.057  3.009  0.291
H  0.477  -1.915  -1.662  0.324
H  0.756  -0.846  -0.662  0.359
O  0.606  -0.957  -1.621  -0.653
H  -5.317  -0.454  -1.304  0.304
H  -4.258  0.068  -2.194  0.310
O  -4.718  0.301  -1.378  -0.620
H  -1.268  0.122  -1.344  0.319
H  -1.222  1.663  -1.533  0.290
O  -1.663  0.861  -1.819  -0.608

Energy relative to the best compared isomer or geometry (same formula, charge and spin), kcal per mole: 64.52
Kohn-Sham gap, eV: 10.3
Charge: 0
SMILES: C=CN=C.O.O.O